Record 1
The following is a quantum chemistry calculation of a structure of composition C23H24N4S2Ti in a non-equilibrium geometry, from OMol25.

```
54
C23H24N4S2Ti ωB97M-V/def2-TZVPD
Ti -0.32757 -0.60885 -0.23252
C -1.96889 -0.58553 -2.87458
N -1.44521 0.33329 -1.83584
C -0.49681 1.29019 -2.47902
C -2.55138 1.08713 -1.20180
C -3.39301 1.84357 -1.99153
C -4.44586 2.55984 -1.44030
C -4.63006 2.48804 -0.07191
C -3.78753 1.72969 0.73341
C -2.70953 1.00417 0.20591
N -1.79241 0.18478 0.88146
C -1.80592 -0.19712 2.23151
C -2.55998 0.34198 3.28379
C -2.50046 -0.17673 4.57295
C -1.68012 -1.24672 4.88081
C -0.88366 -1.76656 3.87011
C -0.92700 -1.25099 2.59051
N -0.02559 -1.80404 1.55391
C -0.25800 -3.25829 1.38207
C 1.39365 -1.59044 1.96407
H -2.47094 -0.03523 -3.67295
H -2.67884 -1.27348 -2.42179
H -1.14567 -1.15109 -3.30349
H -1.01514 1.89936 -3.22255
H 0.30843 0.74536 -2.96205
H -0.07338 1.94691 -1.72464
H -3.23159 1.87708 -3.06269
H -5.10112 3.14952 -2.06724
H -5.44547 3.02818 0.39446
H -4.00763 1.71202 1.78376
H -3.18973 1.19852 3.13159
H -3.11138 0.27742 5.34401
H -1.64030 -1.65632 5.88138
H -0.20624 -2.58238 4.09370
H -0.06138 -3.80050 2.30916
H 0.39949 -3.64017 0.60553
H -1.29208 -3.42559 1.09061
H 1.59390 -2.07899 2.92015
H 1.58729 -0.52733 2.06811
H 2.06103 -1.99704 1.20999
S 2.14276 -0.08209 -0.93470
C 1.70671 -1.55040 -1.67604
N 0.49990 -2.05358 -1.48521
C 0.32246 -3.25907 -2.17033
C -0.83874 -4.02283 -2.16575
C -0.87098 -5.19969 -2.89380
C 0.24309 -5.62115 -3.62600
C 1.40400 -4.86526 -3.63647
C 1.43066 -3.68318 -2.90272
S 2.71747 -2.53183 -2.71885
H -1.69742 -3.68881 -1.59616
H -1.77121 -5.80131 -2.89612
H 0.19948 -6.54428 -4.18928
H 2.26853 -5.18754 -4.20249
```

## Properties
E_LUMO (alpha / beta) (eV): 0.61 / 0.53
Highest occupied orbital energy (alpha / beta) (eV): -6.00 / -7.13
Expectation value of S²: 2.005
Spin multiplicity: 3
Relative energy (zero: lowest compared OMol25 entry of this formula, charge and spin) (kJ/mol): 39.0
Gap between HOMO and LUMO (alpha / beta) (eV): 6.61 / 7.66
Energy (Ha): -2755.7699
Maximum force (hartree/bohr): 0.0328
Molecular weight (g/mol): 468.5

Record 2
The following is a quantum chemistry calculation of a cluster of 16 separate species, H33O16 in total in a non-equilibrium geometry, from OMol25.

```
49
H33O16 ωB97M-V/def2-TZVPD
O -1.19965 -4.87816 -1.65392
H -0.67907 -5.13101 -0.88144
H -1.42026 -5.70924 -2.08526
O 0.23172 0.89785 3.67768
H -4.06774 0.20087 2.68074
H 0.79929 0.52131 2.99591
O -3.17594 0.28466 3.07477
H -3.14359 1.22484 3.29688
H -1.44583 1.96874 0.66653
O -3.43028 -1.55961 0.20354
H -3.26744 -2.34197 -0.35416
H 3.01344 -4.08761 1.18765
O 3.35988 1.06433 3.16688
H 3.47073 2.00147 3.33383
H 4.17022 0.58874 3.35379
O 1.85977 3.89534 -3.51250
H 1.80467 3.19325 -4.15906
H -1.89290 -1.44002 2.59074
O -1.23647 3.72915 3.07651
H -0.45942 3.47333 2.57209
H -1.00942 3.61883 4.00848
O -0.52522 3.07910 -2.64510
H -3.63605 -0.89933 -0.46917
H -1.26616 2.95229 -3.27904
O -1.60787 1.21570 1.24102
H -1.12680 0.11519 0.33328
O -1.05373 -1.91003 2.45279
H -0.56497 -1.21826 0.37855
H -0.50113 -1.19544 2.83177
O -2.19899 1.13769 -3.63947
H -2.94149 0.89266 -4.19943
H -2.07209 0.38332 -3.05188
O -0.15140 -2.32388 -2.65345
H 2.54329 3.81378 -2.85007
H 0.59130 -2.93953 -2.47389
O 3.25464 -3.41963 0.54253
H 3.94241 -2.86150 0.91153
H -0.86487 -2.96296 -2.76710
O -0.70658 -0.54814 -0.34856
H 0.19997 -0.34231 -0.80700
H -2.43240 1.16592 1.71948
O 4.09030 0.75123 -2.03262
H 4.81091 1.34745 -2.30776
H 3.81997 0.50460 -2.92885
O 1.45515 -1.15960 -0.84767
H 2.06486 -1.35895 -0.11033
H 0.83671 1.17980 4.37552
H -0.32070 3.91786 -3.08432
H 2.07924 -0.83214 -1.53046
```

## Properties
E_LUMO (eV): -2.61
Highest occupied orbital energy (eV): -12.74
Relative energy (zero: lowest compared OMol25 entry of this formula, charge and spin) (kJ/mol): 340.0
Gap between HOMO and LUMO (eV): 10.13
Energy (Ha): -1223.3462
Total charge: +1
Maximum force (hartree/bohr): 0.0509
Molecular weight (g/mol): 289.2

Record 3
The following is a quantum chemistry calculation of the molecule C11H18N2 in a non-equilibrium geometry, from OMol25.

```
31
C11H18N2 ωB97M-V/def2-TZVPD
C -0.75181 2.78081 -0.13498
C -1.68206 1.59989 -0.29096
C -1.63378 0.76466 1.02534
C -2.02508 -0.68058 0.73401
C -1.67760 -1.46651 -0.51805
C -0.38745 -2.33686 -0.53890
N 0.90789 -1.67435 -0.06453
C 1.56237 -1.42916 1.21855
C 2.30250 -0.38755 1.37388
C 2.84027 0.37920 0.07397
N 4.20317 0.85977 0.20685
C 2.02649 0.32275 -1.18401
C 1.22860 -0.74449 -1.10516
H -0.74042 3.39704 -0.99365
H -1.13587 3.19891 0.76299
H 0.25865 2.12968 -0.09201
H -1.58781 1.08695 -1.32955
H -2.75594 1.95721 -0.13976
H -2.00903 1.06969 1.97234
H -0.58801 0.70702 1.56238
H -1.72739 -1.16538 1.77272
H -3.15830 -0.54449 0.83520
H -1.53962 -0.96541 -1.57658
H -2.45928 -2.20962 -0.54641
H -0.35409 -3.51674 -0.12061
H -0.46108 -2.58194 -1.84961
H 1.09386 -2.00427 1.88010
H 3.16598 -0.24374 2.04602
H 4.45052 1.33671 -0.78014
H 2.17319 0.91064 -2.17467
H 0.46114 -0.54982 -2.02477
```

## Properties
E_LUMO (eV): 0.65
Highest occupied orbital energy (eV): -7.92
Relative energy (zero: lowest compared OMol25 entry of this formula, charge and spin) (kJ/mol): 715.3
Gap between HOMO and LUMO (eV): 8.57
Energy (Ha): -539.1577
SMILES: CCCCCCn1ccc(=N)cc1
Maximum force (hartree/bohr): 0.1333
Molecular weight (g/mol): 178.3